{
  "formula": "C4H9O4",
  "method": "the ωB97M-V functional and the def2-TZVPD basis",
  "largest_force_ev_per_a": 3.65,
  "homo_ev": -4.81,
  "charge": -1,
  "energy_ha": -458.8522,
  "molar_mass_g_mol": 121.1,
  "orbital_gap_ev": 8.60,
  "de_lowest_kcal_mol": 9.6,
  "species": ["O", "C", "O", "C", "C", "C", "O", "H", "H", "H", "H", "H", "H", "H", "H", "H", "O"],
  "positions_angstrom": [[1.2289, -0.5234, 1.1390], [0.9224, -0.8398, -0.0390], [1.3186, -1.8761, -0.6388], [0.0009, 0.0456, -0.8634], [-0.3906, 1.3280, -0.1222], [-1.5184, 1.9435, -0.9570], [-1.0166, 1.0262, 1.1197], [0.3949, 0.2288, -1.8534], [-0.9559, -0.5025, -0.9967], [0.4590, 1.9408, 0.2314], [-2.4692, 1.4385, -0.7634], [-1.4366, 2.1307, -2.0376], [-1.7581, 2.9938, -0.5337], [-0.4527, 0.3400, 1.5312], [2.0503, -3.2358, 0.8424], [1.5387, -2.8825, 2.1806], [2.0844, -3.5557, 1.7608]],
  "forces_ev_per_angstrom": [[-0.56, 0.31, 0.09], [1.04, -1.45, -0.58], [-0.09, 0.18, 0.25], [-0.68, 0.23, 1.24], [-0.66, -0.65, -0.35], [-0.82, 3.39, 1.09], [-0.58, -0.61, 0.39], [0.29, 0.10, -0.18], [0.51, 0.09, -0.02], [-0.09, 0.17, -1.32], [0.39, -0.48, -0.08], [0.61, -0.52, 0.29], [0.41, -1.28, -0.54], [0.26, 0.30, -0.15], [-0.02, 0.19, -0.12], [0.09, 0.19, 0.05], [-0.10, -0.16, -0.08]],
  "nbo_charge": [-0.80, 0.76, -0.79, -0.54, 0.08, -0.63, -0.78, 0.21, 0.21, 0.18, 0.22, 0.20, 0.19, 0.50, 0.50, 0.47, -0.99]
}